Entry 1:
This record from OMol25 describes a 2-piece molecular cluster, C9H11N2O2 overall. The level of theory is ωB97M-V/def2-TZVPD.

HOMO energy (alpha / beta) (Ha): -0.1749 / -0.1802
Total charge: -1
HOMO-LUMO gap (alpha / beta) (eV): 7.25 / 7.57
E_tot (a.u.): -609.5298
ΔE to the lowest compared entry with this formula, charge and spin (kcal/mol): 34.3

Structure (XYZ):
```
24
Properties=species:S:1:pos:R:3:forces:R:3
C -2.511194 1.858582 -0.158359 -1.5482 0.1644 0.9164
C -0.031984 1.307731 1.637483 0.3888 1.0403 0.9046
C -1.468948 1.009338 -2.267214 0.1960 0.7917 0.7615
C 0.034615 -1.899643 -0.360277 -0.0269 0.1798 -0.0448
C 1.644160 0.017425 -0.496379 -0.2179 -0.0097 0.0739
C 1.434598 -1.289359 1.631081 -0.0899 0.0724 -0.1110
C -1.321954 1.630408 -0.822357 1.8404 -1.7738 0.1379
C -0.400977 0.177218 0.931996 -1.2740 0.4046 -2.4008
C 0.670132 -0.742949 0.407170 0.3646 -0.2687 0.1259
N -3.533089 1.959815 0.376767 0.2488 0.0691 -0.0652
N 0.310763 2.262105 2.195817 0.0268 -0.0029 0.0254
O -1.579069 -0.191735 -2.433600 -0.1027 -0.8300 -0.1084
O -1.465212 1.979859 -3.029118 -0.0349 0.4090 -0.6346
H -0.618785 -2.479514 0.290310 -0.0540 -0.1070 0.1124
H -0.557365 -1.512984 -1.187717 -0.0400 -0.0157 -0.0399
H 0.807002 -2.560334 -0.755189 0.0852 -0.0684 0.0315
H 1.132746 0.331891 -1.403174 -0.0145 0.0410 -0.0946
H 2.481934 -0.620015 -0.774630 0.0911 -0.0777 -0.0072
H 2.029376 0.899453 0.013574 0.0874 0.0824 0.0176
H 0.752052 -1.815566 2.300522 0.0088 -0.0344 0.0368
H 1.898893 -0.473790 2.184701 0.0664 0.0229 0.0711
H 2.211789 -1.984419 1.312537 0.0587 -0.0619 -0.0341
H -0.556358 2.389764 -0.759335 0.0324 0.0150 0.1815
H -1.363125 -0.253281 1.165387 -0.0922 -0.0424 0.1439
```
Positions in Å, forces in eV/Å.

---

Entry 2:
This record from OMol25 describes C14H24GeN4S5SbTc as an isolated structure. The level of theory is ωB97M-V/def2-TZVPD.

HOMO energy (Ha): -0.5277
Total charge: +2
HOMO-LUMO gap (eV): 6.40
E_tot (a.u.): -5155.3035
ΔE to the lowest compared entry with this formula, charge and spin (kcal/mol): 0.0

Structure (XYZ):
```
50
Properties=species:S:1:pos:R:3:forces:R:3
Tc -0.697890 1.725107 -0.936740 0.0011 -0.1911 -0.0877
C -0.668192 -4.389048 -0.583294 -0.0195 -0.0051 0.0309
C -1.997157 -3.654686 -0.510833 0.0498 -0.0166 0.0576
N -1.891733 -2.362134 0.193582 0.0214 -0.0526 -0.0812
C -1.273702 -1.309713 -0.315037 -0.0077 0.1214 0.0103
S -1.194249 0.143938 0.782647 0.0136 0.0735 -0.0244
N -0.731898 -1.302220 -1.488934 -0.0657 -0.1620 0.0046
N -0.185357 -0.099322 -1.853637 -0.0864 0.1899 0.1409
C 0.602937 -0.069393 -2.880780 -0.0110 -0.0689 -0.0519
C 0.985550 -1.283389 -3.644329 0.0234 0.0195 -0.0215
C 1.059190 1.276852 -3.262670 -0.0326 0.0233 -0.0109
C 1.882126 1.530228 -4.337162 0.0464 -0.0455 -0.0792
C 2.220298 2.845848 -4.639894 0.0194 0.0625 -0.0126
C 1.725871 3.870832 -3.856078 0.0259 -0.0331 -0.0498
C 0.912087 3.555757 -2.780916 -0.0169 -0.0633 0.0519
N 0.589392 2.288937 -2.491814 -0.0463 0.0844 0.0911
H -0.821591 -5.369215 -1.033079 -0.0043 0.0174 -0.0092
H -0.253423 -4.540086 0.414018 -0.0049 -0.0039 -0.0162
H 0.054894 -3.848287 -1.191837 -0.0020 0.0050 0.0217
H -2.725732 -4.240889 0.043789 -0.0367 0.0211 0.0102
H -2.406869 -3.465038 -1.502747 0.0316 0.0190 -0.0284
H -2.374900 -2.247979 1.069904 0.0398 -0.0147 0.0346
H 0.885960 -2.169018 -3.025898 -0.0053 -0.0062 0.0072
H 2.004011 -1.208319 -4.019652 -0.0118 0.0011 0.0060
H 0.314012 -1.396785 -4.501202 0.0099 0.0071 0.0041
H 2.253755 0.717987 -4.944062 -0.0015 0.0048 0.0061
H 2.862908 3.058822 -5.483969 -0.0128 -0.0037 0.0088
H 1.958200 4.906126 -4.061043 -0.0001 -0.0095 -0.0004
H 0.503312 4.322608 -2.135515 -0.0006 -0.0034 0.0219
S -0.758433 6.170450 -0.174593 -0.1638 -0.1437 0.0447
Sb -2.004113 5.205817 1.347125 0.1831 0.2375 0.2514
S -2.460658 2.718793 -1.003293 -0.0938 -0.1476 -0.4500
S 0.475819 3.070646 0.328295 0.1292 0.1691 0.2297
S -0.514538 3.273667 2.115904 0.0573 -0.0460 -0.1662
C -0.442999 -2.292736 3.950294 -0.0065 0.0258 0.0048
Ge 0.040368 -0.416752 3.722798 0.0571 -0.0342 0.0224
C -1.403157 0.734609 4.346063 -0.0085 -0.0153 -0.0219
C 1.775123 0.037856 4.466448 -0.0164 -0.0087 0.0300
C 0.327248 -0.253098 1.719482 -0.0357 -0.1298 0.0617
H -0.536391 -2.522420 5.012185 -0.0006 0.0049 -0.0148
H 0.313895 -2.954875 3.528788 -0.0067 0.0107 -0.0062
H -1.406875 -2.514589 3.486650 0.0129 -0.0029 0.0087
H -1.917511 0.222424 5.159989 0.0063 0.0199 0.0004
H -2.136200 0.947054 3.567073 -0.0035 -0.0135 0.0156
H -1.014075 1.677287 4.727116 0.0017 0.0010 -0.0130
H 1.744852 -0.052630 5.552760 0.0048 -0.0033 -0.0205
H 2.037880 1.067223 4.219907 -0.0024 -0.0126 0.0013
H 2.554826 -0.626055 4.092901 -0.0148 0.0105 -0.0001
H 0.637264 -1.241871 1.376015 0.0270 0.0428 -0.0650
H 1.095865 0.461677 1.435276 -0.0431 0.0651 0.0523
```
Positions in Å, forces in eV/Å.

---

Entry 3:
This record from OMol25 describes C5H7N2 as an isolated structure. The level of theory is ωB97M-V/def2-TZVPD.

HOMO energy (alpha / beta) (Ha): -0.4334 / -0.6121
Total charge: +1
HOMO-LUMO gap (alpha / beta) (eV): 6.68 / 6.85
E_tot (a.u.): -303.6764
ΔE to the lowest compared entry with this formula, charge and spin (kcal/mol): 114.9
Multiplicity: 3

Structure (XYZ):
```
14
Properties=species:S:1:pos:R:3:forces:R:3
C -1.311184 0.427771 0.626295 -1.5992 2.1232 -1.9920
C 0.931185 0.140169 0.745187 2.8923 3.3854 -3.7251
C -0.281654 -1.219578 2.191844 -7.4871 1.6023 4.9023
C -0.185858 0.869997 -0.137181 2.1940 -3.6767 0.6197
C -0.344873 0.234685 -1.520354 -0.4962 -0.3835 -2.4245
N 0.721954 -0.763508 1.528918 2.9883 1.4674 -1.6337
N -1.742354 -0.386575 1.352903 0.0071 -3.3560 3.4254
H 2.015273 0.464692 0.520175 -1.2369 -0.6942 0.4599
H -0.584997 -2.197860 2.128712 -0.0797 -2.3224 -0.0413
H -0.639552 -0.655959 3.186941 1.6141 -1.5440 -1.9592
H -0.103989 1.891174 -0.100872 0.6284 2.5269 -0.2130
H -0.335592 -0.899066 -1.517378 -0.7935 1.2800 0.5474
H 0.453290 0.368149 -2.303934 -0.4877 0.8222 1.1363
H -1.333881 0.692044 -1.979358 1.8562 -1.2306 0.8978
```
Positions in Å, forces in eV/Å.

---

Entry 4:
This record from OMol25 describes C5H9N in the gas phase. The level of theory is ωB97M-V/def2-TZVPD.

HOMO energy (alpha / beta) (Ha): -0.2785 / -0.2365
Total charge: 0
HOMO-LUMO gap (alpha / beta) (eV): 8.30 / 6.35
E_tot (a.u.): -250.4931
ΔE to the lowest compared entry with this formula, charge and spin (kcal/mol): 109.1

Structure (XYZ):
```
15
Properties=species:S:1:pos:R:3:forces:R:3
C -0.668638 0.205818 1.942978 -0.3989 -0.0145 0.1746
C -0.613920 -0.007986 0.448341 0.7294 0.2253 0.9830
C 0.187295 1.050890 -0.319983 -0.0733 0.1540 -0.4033
N 0.729835 -0.075790 -1.112646 0.6988 0.1384 0.3634
C 0.439593 -1.023560 -0.013014 -0.0222 -0.2676 -0.3308
C 0.063636 -0.319585 -2.211292 -0.5263 -0.1949 -0.8860
H -1.093350 -0.671387 2.447362 0.0767 0.1338 -0.0643
H -1.310370 1.060882 2.190976 0.1096 -0.1255 -0.0242
H 0.324291 0.398431 2.400718 -0.1917 -0.0598 -0.2259
H -0.269619 1.822652 -0.947431 0.0207 -0.1678 0.1571
H 0.999581 1.499273 0.281431 -0.2575 -0.1150 0.0339
H 1.312389 -1.077020 0.663493 -0.2731 0.0555 0.0089
H 0.199272 -2.027464 -0.376706 -0.0274 0.2043 0.0975
H -0.037216 -1.342242 -2.560190 0.0498 0.1580 0.0371
H -0.262779 0.507087 -2.834036 0.0854 -0.1244 0.0789
```
Positions in Å, forces in eV/Å.